{
  "formula": "C34H28N3O",
  "method": "ωB97M-V with the def2-TZVPD basis set",
  "species": ["C", "O", "C", "C", "C", "C", "C", "C", "C", "C", "C", "C", "C", "C", "N", "C", "C", "C", "C", "C", "C", "N", "C", "C", "C", "C", "C", "C", "C", "N", "C", "C", "C", "C", "C", "C", "C", "C", "H", "H", "H", "H", "H", "H", "H", "H", "H", "H", "H", "H", "H", "H", "H", "H", "H", "H", "H", "H", "H", "H", "H", "H", "H", "H", "H", "H"],
  "xyz": [[-5.0551, -2.7799, 2.6851], [-4.4046, -3.2768, 1.4861], [-3.7039, -2.4078, 0.6972], [-3.1404, -2.8883, -0.5227], [-2.3037, -2.0824, -1.2630], [-1.8268, -0.8486, -0.7441], [-0.5634, -0.1045, -1.3162], [-1.5434, 0.8472, -2.4456], [-1.3255, 0.7234, -3.8261], [-1.8434, 1.6436, -4.7501], [-2.8564, 2.5087, -4.3602], [-3.3590, 2.3786, -3.0672], [-2.7249, 1.5269, -2.1314], [0.5670, 0.2708, -0.4730], [1.3665, 1.3695, -0.6579], [1.7026, 2.2246, -1.7362], [1.1907, 2.0322, -3.0060], [1.3707, 2.9855, -4.0044], [2.2502, 4.0413, -3.7850], [2.8952, 4.1545, -2.5507], [2.6696, 3.2155, -1.5281], [2.2338, 1.5479, 0.3899], [2.0665, 0.5779, 1.2329], [2.7935, 0.6042, 2.5558], [4.0651, 1.2305, 2.6203], [4.7340, 1.3883, 3.8362], [4.1467, 0.9417, 5.0338], [2.8901, 0.3184, 4.9840], [2.2226, 0.1623, 3.7696], [1.1181, -0.3340, 0.6797], [1.1988, -1.7074, 1.0698], [0.2032, -2.5638, 0.6503], [0.0089, -3.8377, 1.2068], [0.9629, -4.3347, 2.0996], [2.0487, -3.5270, 2.4475], [2.2054, -2.2512, 1.8865], [-2.5728, -0.2952, 0.2896], [-3.4580, -1.0564, 1.0457], [-5.5013, -3.6607, 3.1502], [-4.3318, -2.3209, 3.3729], [-5.8395, -2.0524, 2.4329], [-3.3836, -3.9175, -0.8372], [-1.9467, -2.4616, -2.2252], [-0.1983, -0.7880, -2.1112], [-0.6905, -0.0781, -4.2020], [-1.4815, 1.6216, -5.7749], [-3.2554, 3.2272, -5.0557], [-4.2977, 2.8839, -2.8097], [-3.2919, 1.3180, -1.2264], [0.6118, 1.1167, -3.1344], [0.7999, 2.8759, -4.9276], [2.4268, 4.7487, -4.5762], [3.5615, 4.9844, -2.3575], [3.2314, 3.2365, -0.5872], [4.5432, 1.6000, 1.7159], [5.7113, 1.8714, 3.8845], [4.6542, 1.0770, 6.0020], [2.4244, -0.0373, 5.9056], [1.2481, -0.3117, 3.7542], [-0.4834, -2.1382, -0.0617], [-0.9100, -4.3769, 0.9291], [0.8227, -5.3367, 2.4937], [2.7457, -3.9108, 3.1874], [3.1167, -1.7114, 2.1320], [-2.5418, 0.7721, 0.5019], [-3.9739, -0.6290, 1.9258]],
  "gap_ev": 7.1,
  "charge": 1,
  "relative_energy_kj_mol": 0.0,
  "smiles": "COc1ccc([C@@H](c2ccccc2)c2n(-c3ccccc3)nc(-c3ccccc3)[n+]2-c2ccccc2)cc1",
  "energy_ha": -1551.56542
}



{
  "formula": "C34H29BClF4N3O5ReS4SbTe",
  "method": "ωB97M-V with the def2-TZVPD basis set",
  "species": ["Re", "O", "C", "O", "C", "C", "Cl", "N", "N", "C", "C", "O", "O", "C", "C", "C", "C", "C", "C", "H", "H", "H", "H", "H", "H", "S", "Sb", "S", "S", "S", "F", "B", "F", "F", "F", "C", "C", "C", "C", "C", "C", "Te", "N", "C", "O", "C", "C", "C", "C", "C", "C", "C", "C", "C", "C", "C", "C", "C", "C", "C", "C", "H", "H", "H", "H", "H", "H", "H", "H", "H", "H", "H", "H", "H", "H", "H", "H", "H", "H", "H", "H", "H", "H", "H"],
  "xyz": [[-0.8854, -1.7638, 1.5836], [-2.3737, -5.6500, 5.8717], [-1.4343, -4.8353, 6.2611], [-0.9366, -4.9273, 7.3463], [-0.9001, -3.8033, 5.2809], [0.2186, -3.0200, 5.4926], [1.3165, -2.9677, 6.7899], [0.4324, -2.1788, 4.4665], [-0.5762, -2.3371, 3.5879], [-1.3523, -3.3167, 4.0316], [-2.3733, -3.8494, 2.9986], [-3.0110, -4.8221, 3.2826], [-2.2249, -3.2515, 1.7839], [1.3879, -1.0905, 4.2407], [2.6805, -1.3639, 3.8349], [3.5156, -0.2933, 3.6654], [3.0838, 1.0280, 3.8431], [1.7949, 1.2661, 4.2674], [0.9561, 0.1923, 4.5374], [-2.7877, -5.4598, 5.0334], [2.9067, -2.4200, 3.6710], [4.4567, -0.4717, 3.2809], [3.7547, 1.8703, 3.6178], [1.3605, 2.2350, 4.5180], [-0.0568, 0.3003, 4.8596], [4.1953, -2.8881, -0.8638], [3.7549, -4.8608, -1.6276], [0.6645, -3.1324, -1.0602], [0.9412, -2.7460, 1.0065], [1.3723, -5.0988, -1.3760], [-4.9662, -0.5268, 2.0219], [-3.8575, -0.3511, 1.3029], [-3.5811, 0.9850, 0.8957], [-2.7728, -0.7628, 2.2589], [-3.8080, -1.2313, 0.1653], [4.5080, -0.7184, -4.8981], [3.2068, -0.5997, -4.1443], [3.1122, -0.2897, -2.8395], [1.9391, -0.1442, -2.1679], [1.9517, 0.3679, -0.7036], [0.7183, -0.2871, -2.8893], [-1.2798, -0.3247, -2.1542], [-1.0188, -0.3174, -0.1515], [-0.8401, 0.6298, 0.7462], [-0.4257, 0.1243, 1.8699], [-0.9647, 2.0591, 0.7896], [0.0063, 2.6286, 1.5677], [0.2100, 4.0384, 1.5345], [-0.7428, 4.8452, 0.8710], [-1.7919, 4.2957, 0.1402], [-1.8570, 2.9046, 0.1034], [-2.0546, 1.5831, -2.8308], [-3.4271, 1.5519, -2.8078], [-4.1483, 2.6104, -3.2755], [-3.5494, 3.6635, -3.9182], [-2.1271, 3.6708, -4.0241], [-1.3090, 2.6895, -3.4326], [0.1702, 2.8210, -3.3215], [0.7326, -0.5863, -4.2463], [-0.4584, -0.7603, -5.1792], [1.9988, -0.7893, -4.8059], [4.9545, 0.2612, -4.9092], [4.4177, -1.0528, -5.8930], [5.1194, -1.4494, -4.4111], [3.9878, -0.0779, -2.2423], [2.9365, 0.7732, -0.5124], [1.8519, -0.5298, -0.0639], [1.2026, 1.0817, -0.4996], [0.6266, 1.9705, 2.1372], [1.0649, 4.4386, 2.1136], [-0.5952, 5.9195, 0.8614], [-2.5690, 4.8339, -0.3644], [-2.7311, 2.4701, -0.4164], [-3.9407, 0.7363, -2.3457], [-5.2304, 2.4945, -3.2481], [-4.1384, 4.5550, -4.1958], [-1.6602, 4.5027, -4.6310], [0.5582, 3.6011, -3.9593], [0.7712, 1.9539, -3.6531], [0.4965, 3.0017, -2.2892], [-1.4514, -1.0028, -4.7137], [-0.3343, -1.6347, -5.8347], [-0.7207, 0.1657, -5.7509], [1.9294, -1.1358, -5.8806]],
  "gap_ev": [7.0, 7.0],
  "charge": 1,
  "relative_energy_kj_mol": 160.6,
  "multiplicity": 2,
  "energy_ha": -4917.30609
}



{
  "formula": "C34H29BrF4IrN2O2P",
  "method": "ωB97M-V with the def2-TZVPD basis set",
  "species": ["Ir", "C", "C", "C", "C", "C", "C", "C", "C", "C", "C", "H", "H", "H", "H", "H", "H", "H", "H", "H", "H", "H", "H", "H", "H", "O", "N", "N", "O", "C", "C", "C", "C", "C", "C", "H", "H", "H", "H", "H", "F", "C", "C", "F", "C", "F", "C", "P", "C", "C", "C", "C", "C", "C", "C", "C", "C", "C", "C", "C", "C", "Br", "C", "F", "H", "H", "H", "H", "H", "H", "H", "H", "H", "H"],
  "xyz": [[-0.3597, -0.0301, -0.9850], [1.2436, 1.1754, -5.6502], [0.1812, 0.3965, -4.8108], [-1.1636, 0.3616, -5.5305], [0.1823, 1.0648, -3.4863], [-0.6826, 2.1491, -3.1890], [-0.4405, 2.9770, -2.1095], [0.6337, 2.7466, -1.2303], [0.9726, 3.7120, -0.1664], [1.3731, 1.5172, -1.3770], [1.1625, 0.6976, -2.4839], [1.3079, 0.6904, -6.6230], [2.2301, 1.1599, -5.1875], [0.9352, 2.2104, -5.7973], [0.5782, -0.6170, -4.7003], [-1.4980, 1.3578, -5.8213], [-1.9452, -0.1040, -4.9264], [-1.0603, -0.2134, -6.4489], [-1.4920, 2.3783, -3.8692], [-1.0689, 3.8442, -1.9458], [0.8205, 3.2394, 0.8113], [0.3796, 4.6203, -0.2263], [2.0367, 3.9657, -0.2020], [2.2146, 1.3373, -0.7184], [1.8712, -0.0875, -2.7101], [-2.1525, -0.7356, -0.5654], [-2.8181, -0.0857, 0.3593], [-2.2378, 0.9170, 0.8097], [-1.0176, 1.2823, 0.3697], [-2.8428, 1.7312, 1.8465], [-4.0081, 1.2681, 2.4448], [-4.5769, 2.0524, 3.4344], [-3.9871, 3.2544, 3.8058], [-2.8216, 3.6902, 3.1882], [-2.2335, 2.9268, 2.1928], [-4.4571, 0.3316, 2.1497], [-5.4876, 1.7230, 3.9152], [-4.4436, 3.8580, 4.5784], [-2.3738, 4.6308, 3.4774], [-1.3323, 3.2539, 1.6986], [0.5885, -6.9264, -1.1025], [0.5971, -5.6787, -0.7234], [1.0318, -5.3331, 0.5512], [1.4340, -6.2602, 1.3826], [1.0383, -3.9980, 0.9389], [1.4639, -3.6959, 2.1559], [0.6046, -2.9893, 0.0863], [0.6677, -1.2755, 0.6417], [-0.2960, -1.1306, 2.1276], [-0.1330, -0.0114, 2.9575], [-0.8724, 0.0929, 4.1204], [-1.7894, -0.9001, 4.4515], [-1.9801, -1.9926, 3.6146], [-1.2402, -2.1110, 2.4504], [2.3976, -0.9073, 0.8829], [3.2456, -1.0874, -0.2209], [4.6110, -0.9387, -0.0820], [5.1448, -0.6225, 1.1656], [4.3163, -0.4802, 2.2675], [2.9420, -0.6276, 2.1389], [0.1907, -3.3708, -1.1815], [-0.3083, -2.0617, -2.4647], [0.1780, -4.6812, -1.6030], [-0.2110, -4.9919, -2.8251], [0.5660, 0.7731, 2.6958], [-0.7363, 0.9454, 4.7723], [-2.3594, -0.8200, 5.3678], [-2.6966, -2.7600, 3.8741], [-1.3936, -2.9687, 1.8074], [2.8378, -1.3965, -1.1782], [5.2662, -1.0909, -0.9290], [6.2153, -0.5147, 1.2799], [4.7399, -0.2722, 3.2407], [2.3175, -0.5641, 3.0177]],
  "gap_ev": [6.5, 4.6],
  "charge": 3,
  "relative_energy_kj_mol": 0.0,
  "multiplicity": 2,
  "energy_ha": -4991.03665
}